ORCA calculation (wB97M-V/def2-TZVPD) on a cluster of 2 separate species, C22H33N2O3 in total at a distorted geometry.

Properties
LUMO level   -3.887 eV
Charge   +1
ΔE to the lowest compared entry with this formula, charge and spin   0.000 eV
Frontier orbital gap   6.256 eV
Max |F|   2.52 eV/Å
E   -32464.700 eV

Element x y z (Å)
C1 3.59 1.55 2.55
O1 2.96 0.39 3.13
C2 1.88 -0.07 2.47
O2 1.48 0.45 1.43
C3 1.30 -1.28 3.17
C4 2.26 -2.50 3.12
C5 1.41 -3.72 2.81
C6 -0.04 -3.23 2.69
N1 0.05 -1.77 2.64
C7 -1.14 -1.06 2.81
C8 -1.46 0.04 2.04
C9 -2.78 0.71 2.12
C10 -3.82 0.06 3.04
C11 -3.14 -0.53 4.26
C12 -2.14 -1.60 3.83
H1 4.41 1.79 3.23
H2 3.98 1.30 1.56
H3 2.90 2.39 2.48
H4 1.18 -0.96 4.22
H5 3.06 -2.36 2.39
H6 2.71 -2.57 4.12
H7 1.71 -4.21 1.88
H8 1.48 -4.46 3.61
H9 -0.55 -3.62 1.79
H10 -0.62 -3.58 3.56
H11 -0.73 0.40 1.33
H12 -2.60 1.73 2.49
H13 -3.21 0.79 1.11
H14 -4.57 0.81 3.31
H15 -4.33 -0.73 2.47
H16 -2.61 0.26 4.81
H17 -3.89 -0.96 4.94
H18 -2.70 -2.44 3.38
H19 -1.61 -1.99 4.71
C13 -0.30 -2.45 -4.17
O3 -1.49 -1.72 -3.81
C14 -1.42 -0.77 -2.84
C15 -2.65 -0.16 -2.48
C16 -2.67 0.81 -1.51
C17 -1.46 1.27 -0.92
C18 -1.51 2.39 -0.01
N2 -0.85 3.52 -0.19
C19 -1.19 4.72 0.58
C20 0.03 3.73 -1.34
C21 -0.26 0.60 -1.23
C22 -0.22 -0.39 -2.20
H20 -0.66 -3.20 -4.88
H21 0.44 -1.79 -4.64
H22 0.15 -2.95 -3.30
H23 -3.55 -0.48 -3.00
H24 -3.61 1.25 -1.19
H25 -2.35 2.52 0.69
H26 -0.44 5.48 0.34
H27 -2.19 5.10 0.29
H28 -1.19 4.49 1.65
H29 0.28 4.80 -1.34
H30 0.95 3.14 -1.24
H31 -0.47 3.49 -2.28
H32 0.64 0.82 -0.66
H33 0.72 -0.87 -2.45

These are the Mulliken partial charges, in e, on atoms 1 to 2:
1. C -0.682
2. O -0.328



ORCA calculation (wB97M-V/def2-TZVPD) on a structure of composition C3H3MgO3Rb at a distorted geometry.

Properties
LUMO level (spin up / spin down)   -4.202 / -4.202 eV
Charge   +1
ΔE to the lowest compared entry with this formula, charge and spin   0.000 eV
Frontier orbital gap (spin up / spin down)   4.061 / 6.834 eV
2S+1   2
Max |F|   7.03 eV/Å
E   -15393.723 eV

Element x y z (Å)
C1 -1.18 -1.23 0.04
C2 0.15 -1.85 0.06
O1 1.22 -0.81 0.27
O2 -1.35 0.01 -0.26
H1 0.38 -2.36 -0.89
H2 0.26 -2.55 0.90
O3 2.77 -2.40 0.12
C3 2.47 -1.17 0.25
Rb1 -5.01 1.74 0.10
Mg1 4.51 -1.40 0.26
H3 -2.32 -1.74 0.20

These are the Mulliken partial charges, in e, on atoms 1 to 2:
1. C 0.110
2. C -0.274



ORCA calculation (wB97M-V/def2-TZVPD) on a structure of composition C56H60BaN6O4S at a distorted geometry.

Properties
LUMO level   -0.256 eV
ΔE to the lowest compared entry with this formula, charge and spin   4.493 eV
Frontier orbital gap   6.395 eV
Max |F|   2.20 eV/Å
E   -87706.540 eV

Element x y z (Å)
Ba1 1.05 0.96 -0.09
C1 4.83 1.39 -1.78
C2 5.90 1.20 -0.70
C3 6.68 2.50 -0.49
C4 5.46 0.63 0.64
C5 6.37 -0.22 1.27
C6 6.15 -0.72 2.54
C7 4.97 -0.39 3.19
C8 4.03 0.43 2.60
C9 2.78 0.80 3.37
C10 1.96 -0.42 3.78
C11 3.14 1.66 4.59
C12 4.28 0.96 1.32
N1 3.31 1.80 0.72
C13 3.44 3.11 0.92
O1 4.31 3.70 1.58
C14 2.40 3.97 0.20
C15 2.58 5.34 0.15
C16 1.64 6.10 -0.54
C17 0.54 5.48 -1.10
C18 0.39 4.11 -0.96
N2 1.33 3.38 -0.34
C19 -0.96 3.49 -1.32
O2 -1.64 4.09 -2.16
N3 -1.31 2.44 -0.57
C20 -2.69 2.31 -0.27
C21 -3.28 3.27 0.59
C22 -4.58 3.09 1.03
C23 -5.33 1.98 0.67
C24 -4.76 1.04 -0.16
C25 -3.46 1.19 -0.64
C26 -3.00 0.13 -1.60
C27 -2.41 0.71 -2.88
C28 -1.02 -1.42 -1.80
C29 -2.47 4.45 1.10
C30 -1.51 3.98 2.21
C31 -3.31 5.62 1.61
H1 5.33 1.56 -2.74
H2 4.19 2.25 -1.58
H3 4.20 0.51 -1.89
H4 6.61 0.46 -1.10
H5 6.06 3.24 0.02
H6 7.01 2.91 -1.45
H7 7.56 2.33 0.13
H8 7.29 -0.47 0.75
H9 6.88 -1.36 3.01
H10 4.79 -0.78 4.19
H11 2.16 1.42 2.73
H12 2.52 -1.07 4.45
H13 1.67 -1.02 2.91
H14 1.05 -0.12 4.30
H15 3.74 1.09 5.30
H16 2.24 2.00 5.10
H17 3.72 2.53 4.27
H18 3.44 5.77 0.63
H19 1.76 7.17 -0.61
H20 -0.24 6.03 -1.62
H21 -5.03 3.83 1.68
H22 -6.34 1.86 1.04
H23 -5.32 0.16 -0.45
H24 -3.90 -0.42 -1.89
H25 -1.48 1.25 -2.72
H26 -3.12 1.44 -3.25
H27 -2.27 -0.05 -3.66
H28 -0.42 -0.55 -2.07
H29 -1.41 -1.89 -2.70
H30 -0.42 -2.13 -1.25
H31 -1.87 4.84 0.28
H32 -2.08 3.59 3.06
H33 -0.89 4.81 2.56
H34 -0.86 3.19 1.84
H35 -3.82 5.38 2.54
H36 -4.06 5.91 0.87
H37 -2.67 6.48 1.80
C32 -8.05 0.50 -1.01
C33 -7.24 -0.76 -1.17
C34 -6.87 -1.22 -2.43
C35 -6.09 -2.36 -2.57
C36 -5.70 -3.09 -1.46
N4 -4.91 -4.25 -1.68
C37 -4.22 -4.98 -0.73
O3 -4.15 -6.20 -0.80
N5 -3.61 -4.28 0.28
C38 -2.91 -3.06 0.25
C39 -2.14 -2.76 1.41
C40 -1.64 -1.48 1.48
C41 -1.58 -0.60 0.42
N6 -2.15 -1.02 -0.91
C42 -3.01 -2.21 -0.80
C43 -6.08 -2.65 -0.20
C44 -6.83 -1.50 -0.07
H38 -8.55 0.77 -1.94
H39 -7.40 1.34 -0.73
H40 -8.80 0.39 -0.23
H41 -7.17 -0.67 -3.31
H42 -5.79 -2.69 -3.56
H43 -5.24 -4.86 -2.41
H44 -3.27 -4.92 0.99
H45 -2.17 -3.42 2.26
H46 -1.27 -1.10 2.42
H47 -1.68 0.46 0.59
H48 -3.57 -2.40 -1.69
H49 -5.77 -3.20 0.68
H50 -7.12 -1.16 0.93
O4 2.04 -1.01 -0.82
S1 2.97 -1.87 -1.66
C45 2.02 -3.31 -2.09
C46 2.05 -3.75 -3.40
C47 1.28 -4.85 -3.76
C48 0.48 -5.48 -2.81
C49 0.45 -5.02 -1.50
C50 1.23 -3.94 -1.13
C51 4.10 -2.65 -0.52
C52 3.79 -2.73 0.83
C53 4.63 -3.44 1.66
C54 5.77 -4.05 1.14
C55 6.08 -3.93 -0.20
C56 5.24 -3.22 -1.05
H51 2.66 -3.23 -4.13
H52 1.30 -5.21 -4.78
H53 -0.12 -6.33 -3.10
H54 -0.18 -5.50 -0.77
H55 1.20 -3.56 -0.11
H56 2.91 -2.23 1.22
H57 4.41 -3.51 2.72
H58 6.43 -4.61 1.80
H59 6.98 -4.39 -0.60
H60 5.47 -3.12 -2.10

These are the Mulliken partial charges, in e, on atoms 1 to 2:
1. Ba 1.416
2. C -1.127



ORCA calculation (wB97M-V/def2-TZVPD) on the ion C5H8N2S with charge +2 at a distorted geometry.

Properties
LUMO level (spin up / spin down)   -12.003 / -12.004 eV
Charge   +2
ΔE to the lowest compared entry with this formula, charge and spin   1.389 eV
Frontier orbital gap (spin up / spin down)   5.833 / 5.832 eV
Max |F|   4.92 eV/Å
E   -19107.863 eV

Element x y z (Å)
C1 -1.90 2.20 -1.42
C2 -0.20 0.47 -0.83
C3 1.12 -0.75 0.71
C4 -0.32 -0.34 0.50
C5 1.73 -1.07 -0.62
N1 -1.19 1.32 -1.17
N2 -1.07 0.20 1.58
S1 1.11 0.22 -1.83
H1 -2.61 2.80 -2.09
H2 1.65 0.14 1.22
H3 1.18 -1.51 1.53
H4 -1.78 -0.28 2.07
H5 -0.65 -1.29 0.16
H6 2.87 -1.19 -0.68
H7 1.26 -2.10 -0.86
H8 -1.20 1.18 1.74

These are the Mulliken partial charges, in e, on atoms 1 to 2:
1. C 0.268
2. C 0.083



ORCA calculation (wB97M-V/def2-TZVPD) on an isolated molecule of C3H2Cl2 at a distorted geometry.

Properties
LUMO level (spin up / spin down)   -1.033 / -1.098 eV
ΔE to the lowest compared entry with this formula, charge and spin   4.888 eV
Frontier orbital gap (spin up / spin down)   7.140 / 7.057 eV
Max |F|   3.59 eV/Å
E   -28181.165 eV

Element x y z (Å)
C1 -0.41 -0.43 0.96
C2 1.08 0.38 -0.53
C3 -0.40 0.19 -0.41
Cl1 -0.59 -2.07 0.94
Cl2 1.91 1.04 0.66
H1 -0.98 -0.41 -1.13
H2 -0.61 1.30 -0.48

These are the Mulliken partial charges, in e, on atoms 1 to 2:
1. C -0.212
2. C -0.253



ORCA calculation (wB97M-V/def2-TZVPD) on a structure of composition C4H6O2.

Properties
LUMO level   0.882 eV
ΔE to the lowest compared entry with this formula, charge and spin   0.685 eV
Frontier orbital gap   11.425 eV
Max |F|   0.65 eV/Å
E   -8339.776 eV

Element x y z (Å)
C1 -1.63 -0.07 0.26
C2 -0.26 -0.21 -0.37
C3 0.90 0.78 -0.05
C4 1.67 -0.52 0.07
O1 2.80 -0.89 -0.04
O2 0.55 -1.30 0.17
H1 -1.59 0.04 1.35
H2 -2.23 -0.97 0.08
H3 -2.18 0.77 -0.19
H4 -0.37 -0.40 -1.44
H5 1.30 1.51 -0.75
H6 0.75 1.26 0.92

These are the Mulliken partial charges, in e, on atoms 1 to 2:
1. C -1.331
2. C 0.428